This record from the Open Molecules 2025 dataset describes the molecule C3H2ClNO. The level of theory is ωB97M-V with the def2-TZVPD basis set.

Calculated values
SMILES string ... Clc1cnoc1
Kohn-Sham gap ... 10.34 eV
Net charge ... 0

Structure (XYZ):
```
8
C3H2ClNO | the Open Molecules 2025 dataset | ωB97M-V with the def2-TZVPD basis set
Cl -2.361 -0.028 -0.001
C -0.561 -0.064 0.111
C 0.275 -1.104 -0.034
N 1.571 -0.680 0.036
O 1.291 0.760 -0.038
C 0.079 1.115 0.082
H -0.010 -2.224 -0.005
H -0.284 2.225 -0.150
```

Löwdin population analysis, charges in e, atoms 1 to 6: 0.579, -0.671, -0.161, 0.146, -0.063, -0.186

=====

This record from the Open Molecules 2025 dataset describes a structure of composition C26H26BN11O6STi. The level of theory is ωB97M-V with the def2-TZVPD basis set.

Calculated values
Multiplicity ... 3
Kohn-Sham gap (spin up / spin down) ... 4.31 / 6.75 eV
Net charge ... -2
Expectation value of S² ... 2.02

Structure (XYZ):
```
72
C26H26BN11O6STi | the Open Molecules 2025 dataset | ωB97M-V with the def2-TZVPD basis set
Ti -0.040 1.016 -0.195
N 0.563 0.688 5.134
C -0.094 1.049 3.945
S -0.666 2.657 3.834
N -0.185 0.057 3.107
N -0.897 0.285 1.912
C -1.990 -0.382 1.890
C -2.942 -0.495 0.796
C -3.997 -1.401 0.941
C -4.938 -1.581 -0.053
C -4.828 -0.837 -1.226
C -3.804 0.075 -1.391
C -2.849 0.262 -0.385
O -1.884 1.140 -0.546
H 0.963 1.479 5.612
H 1.169 -0.113 5.029
H -2.236 -0.951 2.788
H -4.058 -1.982 1.855
H -5.733 -2.304 0.070
H -5.542 -0.983 -2.028
H -3.686 0.636 -2.308
B 1.669 4.003 -1.595
N 1.818 2.593 -2.253
C 2.605 2.384 -3.310
C 2.826 1.024 -3.458
C 2.105 0.459 -2.412
N 1.505 1.405 -1.691
N 0.299 4.169 -0.875
C -0.309 5.347 -0.706
C -1.380 5.183 0.158
C -1.332 3.830 0.492
N -0.327 3.231 -0.136
H 1.702 4.806 -2.504
H 2.568 4.179 -0.806
H 2.970 3.221 -3.882
H 3.395 0.518 -4.218
H 1.964 -0.579 -2.163
H 0.058 6.225 -1.211
H -2.077 5.927 0.503
H -1.971 3.267 1.152
C 3.245 2.562 3.552
N 2.972 1.321 2.851
C 3.334 0.110 3.321
C 2.970 -1.029 2.702
C 2.113 -0.905 1.556
N 1.802 0.286 1.057
C 2.255 1.427 1.653
O 2.027 2.530 1.190
N 1.642 -1.996 0.960
H 3.769 2.330 4.479
H 2.301 3.062 3.780
H 3.851 3.221 2.931
H 3.922 0.116 4.230
H 3.260 -1.990 3.096
H 1.732 -2.883 1.419
H 0.916 -1.861 0.237
O -0.712 -0.448 -2.809
C -0.529 -1.294 -1.941
O -0.152 -0.964 -0.716
C -0.683 -2.747 -2.184
C -0.751 -3.673 -1.130
C -0.861 -5.025 -1.364
C -0.899 -5.506 -2.691
C -0.856 -4.582 -3.758
C -0.758 -3.235 -3.498
N -0.984 -6.864 -2.941
O -1.013 -7.675 -1.958
O -1.022 -7.273 -4.149
H -0.753 -3.303 -0.111
H -0.928 -5.740 -0.558
H -0.900 -4.963 -4.767
H -0.725 -2.512 -4.303
```

Löwdin population analysis, charges in e, atoms 1 to 6: 1.128, 0.013, -0.997, 0.444, -0.040, -0.029

=====

Energy above the lowest of the compared OMol25 structures with the same formula, charge and spin per entry: 2.359; 0.792 eV
DFT total energy per entry: -19200.283; -90692.360 eV
Max |F| per entry: 6.5; 0.7 eV/Å